[1]
{"formula": "CH3ClO2S", "method": "ωB97M-V with the def2-TZVPD basis set", "species": ["C", "O", "O", "S", "Cl", "H", "H", "H"], "positions_angstrom": [[0.0562, -0.3669, 0.0010], [2.6539, -1.4537, -0.8251], [-0.3699, 0.6044, 0.8343], [2.3323, -0.8461, 0.4512], [2.6818, 1.2647, 0.4438], [-0.3323, -1.3126, 0.5115], [0.2947, -0.2238, -1.1070], [0.0564, 1.4420, 0.7808]], "forces_ev_per_angstrom": [[2.2, -1.2, 2.0], [0.6, -0.3, -0.7], [-0.9, -1.1, -0.3], [-2.6, 0.9, 0.0], [0.1, -0.2, -0.1], [0.4, 1.0, -1.9], [-0.6, -0.2, 1.6], [0.9, 1.1, -0.6]], "mulliken_charge": [-0.4150, -0.4507, -0.3957, 0.4686, -0.2652, 0.3385, 0.3697, 0.3499], "lumo_ev": -0.07, "e_above_lowest_kcal_mol": 58.8, "gap_ev": 8.6239, "homo_energy_ev": -8.69, "total_charge": 0, "e_tot_ev": -28536.1298, "spin_multiplicity": 1}

[2]
{"formula": "C4H5NO", "method": "ωB97M-V with the def2-TZVPD basis set", "species": ["N", "C", "C", "C", "C", "O", "H", "H", "H", "H", "H"], "positions_angstrom": [[2.8596, 0.8133, -0.2032], [1.9523, 0.0924, -0.2680], [0.8129, -0.8013, -0.2690], [-0.5244, -0.2798, 0.1329], [-1.1706, 0.9874, -0.0091], [-1.6721, -0.2244, -0.6118], [0.2920, -1.2431, 0.8116], [0.8587, -1.6270, -0.9753], [-0.8762, -0.7595, 1.2685], [-1.7352, 1.3365, 0.8452], [-0.7969, 1.7054, -0.7218]], "forces_ev_per_angstrom": [[-1.1, -0.8, -0.2], [0.5, 0.5, 0.5], [-0.8, -1.5, 2.1], [-2.1, -0.7, 2.9], [-0.5, 0.7, -0.2], [-0.4, 0.5, -0.9], [4.5, -0.6, -1.6], [-0.2, 0.3, -0.1], [0.2, 1.3, -2.3], [-0.1, 0.2, -0.1], [0.1, 0.1, 0.0]], "mulliken_charge": [-0.3955, 0.2818, -0.6590, 0.3789, -0.3199, -0.4257, 0.1925, 0.4009, 0.0518, 0.2321, 0.2621], "lumo_ev": 0.63, "e_above_lowest_kcal_mol": 113.4, "gap_ev": 10.6909, "homo_energy_ev": -10.07, "total_charge": 0, "e_tot_ev": -7761.6104, "spin_multiplicity": 1}